DFT (ωB97M-V/def2-TZVPD) results for one molecule with the formula C2H4ClIS.

```
! RIJCOSX wB97M-V def2-TZVPD def2/J DEFGRID3
* xyz 0 1
Cl -0.808 2.422 2.205
S -0.014 1.742 0.473
C -0.352 -0.038 0.508
C 0.537 -0.494 -0.998
I 0.263 -2.595 -1.250
H -1.400 -0.268 0.373
H 0.116 -0.535 1.347
H 1.580 -0.271 -0.844
H 0.078 0.038 -1.814
*
```

## Properties
**Frontier orbital gap**: 8.907 eV
**Structure (SMILES)**: ClSCCI
**Relative energy (zero: lowest compared OMol25 entry of this formula, charge and spin)**: 0.7246 eV

DFT (ωB97M-V/def2-TZVPD) results for a 2-piece molecular cluster, C6H10O overall.

```
! RIJCOSX wB97M-V def2-TZVPD def2/J DEFGRID3
* xyz 0 1
C -0.639 -0.040 2.199
C -0.229 -0.024 0.762
C 0.949 0.754 0.287
C 0.838 0.983 -1.022
C -0.485 0.513 -1.576
C -1.104 -0.224 -0.398
O -0.398 -1.358 0.018
H -1.414 -0.780 2.344
H -1.038 0.917 2.528
H 0.173 -0.287 2.883
H 1.791 1.026 0.920
H 1.602 1.436 -1.644
H -1.110 1.367 -1.862
H -0.368 -0.121 -2.461
H -2.185 -0.292 -0.309
H 2.098 -1.999 -1.537
H 1.466 -1.900 -1.146
*
```

## Properties
**Frontier orbital gap**: 10.437 eV
**Structure (SMILES)**: C[C@]12C=CC[C@H]1O2.[H][H]
**Relative energy (zero: lowest compared OMol25 entry of this formula, charge and spin)**: 2.1063 eV

DFT (ωB97M-V/def2-TZVPD) results for an isolated ion of composition C4H10NO2 and charge -1.

```
! RIJCOSX wB97M-V def2-TZVPD def2/J DEFGRID3
* xyz -1 1
C -0.904 1.004 -1.489
N -0.285 -0.339 -1.355
C 0.408 -0.578 -0.104
C -0.661 -1.161 0.959
O -1.655 -1.823 0.317
C 1.143 0.632 0.429
O 2.161 0.174 1.350
H -0.126 1.707 -1.773
H -1.724 0.860 -2.187
H -1.332 1.307 -0.523
H -1.022 -1.040 -1.378
H 1.045 -1.460 -0.206
H -0.068 -1.842 1.633
H -1.091 -0.339 1.562
H 1.700 1.220 -0.330
H 0.609 1.474 0.867
H 1.801 0.204 2.228
*
```

## Properties
**Frontier orbital gap**: 6.282 eV
**Structure (SMILES)**: CN[C@H](C[O-])CO
**Relative energy (zero: lowest compared OMol25 entry of this formula, charge and spin)**: 3.4567 eV

DFT (ωB97M-V/def2-TZVPD) results for one molecule with the formula C14H9BrN4O3.

```
! RIJCOSX wB97M-V def2-TZVPD def2/J DEFGRID3
* xyz 0 1
O 3.038 1.357 -4.607
N 1.988 1.995 -4.529
O 1.723 3.041 -5.401
N 0.481 3.573 -5.021
C 0.037 2.754 -4.131
C -1.216 2.785 -3.650
C -1.561 1.810 -2.684
C -0.658 0.781 -2.145
C -0.925 -0.242 -1.042
N -2.079 -0.389 -0.511
N -2.155 -0.842 0.671
C -2.191 -1.332 1.872
C -0.998 -1.655 2.660
C 0.182 -2.279 2.126
C 1.366 -2.518 2.867
C 1.525 -1.974 4.157
O 2.727 -1.978 4.861
C 0.397 -1.342 4.685
Br 0.647 -0.404 6.306
C -0.846 -1.206 3.971
C 0.589 0.778 -2.791
C 0.932 1.726 -3.823
H -1.971 3.525 -4.025
H -2.565 1.630 -2.265
H -0.272 -1.115 -0.899
H -3.133 -1.328 2.482
H 0.141 -2.516 1.069
H 2.289 -2.860 2.427
H 2.724 -1.259 5.468
H -1.616 -0.693 4.364
H 1.398 0.178 -2.463
*
```

## Properties
**Frontier orbital gap**: 5.986 eV
**Structure (SMILES)**: [O-][n+]1onc2ccc(/C=N/N=C\c3ccc(O)c(Br)c3)cc21
**Relative energy (zero: lowest compared OMol25 entry of this formula, charge and spin)**: 2.2031 eV